(1)
ORCA calculation (ωB97M-V/def2-TZVPD) on a structure of composition C18H38CrNO2P2 at a distorted geometry.

Geometry as XYZ:
```
62
C18H38CrNO2P2 (ωB97M-V/def2-TZVPD)
Cr -0.80459 0.10441 -0.60616
P 1.07539 1.43171 -1.11714
P -1.43150 -1.71177 0.79921
N -0.85491 -0.83638 -2.38139
C 1.11101 0.72268 -2.84948
H 0.80851 1.48645 -3.59518
H 2.15758 0.49059 -3.06563
C 0.44176 -0.62670 -3.11065
H 0.46956 -0.72617 -4.19666
H 1.06618 -1.42523 -2.82313
C -0.90882 -2.29661 -1.96701
H 0.13742 -2.44280 -1.67485
H -1.14553 -3.03599 -2.72627
C -1.85307 -2.62781 -0.77186
H -1.68022 -3.69107 -0.63440
H -2.89975 -2.54936 -0.99470
C -3.09033 -1.71406 1.60110
C -3.83597 -0.41450 1.29900
H -3.80756 -0.13023 0.24062
H -3.42486 0.41961 1.88672
H -4.89085 -0.54077 1.58078
C -0.28962 -2.82870 1.77247
C 0.16890 -2.24079 3.12612
H 1.12351 -2.71553 3.41622
H -0.56627 -2.43563 3.91967
H 0.33628 -1.15404 3.08064
C 2.82343 1.64153 -0.45515
C 2.95521 2.57662 0.75760
H 3.97507 2.47139 1.16584
H 2.24393 2.32512 1.55628
H 2.82275 3.62660 0.47341
C 0.45936 3.14603 -1.45165
C 0.10160 3.94106 -0.18626
H -0.46889 4.83246 -0.49269
H 0.99511 4.27334 0.35668
H -0.51262 3.36417 0.51471
C -0.23456 0.76948 1.31554
C -0.83434 -4.25762 1.92327
H -1.86989 -4.37202 1.58383
H -0.21666 -4.94903 1.33756
H -0.79364 -4.58563 2.96992
C 3.90109 1.95527 -1.50477
H 4.77515 2.38418 -1.00075
H 4.26279 1.03377 -1.97305
H 3.54284 2.63490 -2.28005
C 1.37766 3.98606 -2.35512
H 0.87075 4.94039 -2.57582
H 2.33386 4.22157 -1.86555
H 1.58617 3.48965 -3.31105
C -3.06601 -1.98916 3.11953
H -2.42222 -1.27352 3.65948
H -4.08950 -1.86819 3.51837
H -2.72056 -3.01109 3.35876
H -3.63296 -2.54784 1.11708
H -0.48096 2.94842 -2.00184
H 0.60625 -2.84667 1.12720
H 3.11189 0.65509 -0.05985
O 0.18367 1.19213 2.32589
H 2.71127 -0.86945 1.12444
H 3.41312 -0.94217 1.05367
O -2.94044 1.49618 -1.91414
C -2.18197 1.09570 -1.13938
```

Results
HOMO-LUMO gap (spin up / spin down) = 8.3 / 6.6 eV
multiplicity = 5
energy above the lowest of the compared OMol25 structures with the same formula, charge and spin = 0.0000 eV
total charge = +1

Charges per atom according to Mulliken partitioning, unit e: -1.2761 1.6255 0.9045 -0.1302 -0.8980 0.4229 0.2599 -0.9968 0.3753 0.5733 -0.8150 0.3421 0.3048 -1.2160 0.4735 0.5892 0.2455 -1.4322 0.1802 0.3128 0.4805 1.1137 -1.5825 0.4352 0.4617 0.1530 1.7463 -1.5946 0.5285 0.2116 0.3189 0.2860 -1.4434 0.4674 0.2505 0.2376 0.3652 -1.7159 0.4264 0.2919 0.4497 -1.5711 0.4428 0.4057 0.2823 -1.6577 0.4625 0.3232 0.3387 -1.4936 0.2903 0.4774 0.3115 0.6351 0.3895 0.6022 -0.6306 -0.3805 -0.2226 0.2009 -0.2885 0.3498



(2)
ORCA calculation (ωB97M-V/def2-TZVPD) on the ion C3H6O2P with charge -1 at a distorted geometry.

Geometry as XYZ:
```
12
C3H6O2P (ωB97M-V/def2-TZVPD)
C -1.79956 -1.07618 -0.03831
C -0.80860 -0.36450 -0.46639
P 0.97170 -0.38821 -0.04606
C 1.52341 0.96495 0.84343
O 1.39398 -1.90579 0.46999
O 1.72503 -0.10090 -1.52745
H -2.77920 -0.82751 -0.29514
H -1.93107 -1.92759 0.67448
H -0.99797 0.48604 -1.25350
H 1.50202 0.81599 1.88241
H 1.03632 1.83213 0.39138
H 1.78229 -0.98621 -2.01836
```

Results
HOMO-LUMO gap = 6.7 eV
energy above the lowest of the compared OMol25 structures with the same formula, charge and spin = 2.4529 eV
total charge = -1
SMILES = C=C[P@@](=C)([O-])O

Charges per atom according to Mulliken partitioning, unit e: -0.5914 -0.1247 0.6290 -0.9690 -0.8185 -0.5767 0.2849 0.2654 0.1571 0.2712 0.1794 0.2933



(3)
ORCA calculation (ωB97M-V/def2-TZVPD) on a structure of composition C30H44CaClN4OS3 at a distorted geometry.

Geometry as XYZ:
```
84
C30H44CaClN4OS3 (ωB97M-V/def2-TZVPD)
Ca 0.44887 1.11178 -0.07786
C -2.95324 -1.11869 2.64441
C -2.56477 -1.25260 1.16711
C -1.08472 -1.63070 0.96007
N -0.50831 -0.99706 -0.22324
C -0.66624 -1.52500 -1.40748
C -1.46071 -2.68279 -1.66426
C -1.57185 -3.49100 -2.77981
C -0.90744 -3.47137 -4.00212
C 0.00733 -2.50025 -4.39497
C 0.38775 -1.32333 -3.78231
C -0.00550 -0.73750 -2.54113
N 0.24192 0.50407 -2.23846
C 0.84219 1.44530 -3.17165
C 0.68041 2.87905 -2.60601
C -0.78029 3.18003 -2.22374
N -1.10021 2.90044 -0.79389
C -2.29175 3.19204 -0.41046
C -3.33906 3.57320 -1.36450
C -4.33284 4.48238 -1.26438
C -4.69998 5.27132 -0.13780
C -4.34227 4.97150 1.13517
C -3.58777 3.87600 1.63756
C -2.73747 2.98328 1.01726
N -2.28638 1.88836 1.67523
C -2.90419 1.46679 2.92453
C -2.38202 0.10283 3.38140
H -2.62000 -2.01713 3.17689
H -4.04549 -1.09742 2.73115
H -2.74730 -0.30196 0.66309
H -3.21617 -1.98497 0.68434
H -0.95509 -2.71785 0.95144
H -0.51250 -1.25295 1.81058
H -2.06550 -2.99168 -0.82266
H -2.27589 -4.31009 -2.65522
H -1.11522 -4.27447 -4.69790
H 0.48006 -2.67091 -5.35950
H 1.10638 -0.72836 -4.33202
H 0.34660 1.39533 -4.15130
H 1.90356 1.22774 -3.32681
H 1.01337 3.58668 -3.36693
H 1.33817 3.02535 -1.74531
H -1.41512 2.57187 -2.87543
H -1.02806 4.22388 -2.42954
H -3.25551 3.06251 -2.31526
H -4.91633 4.63036 -2.16898
H -5.37587 6.10157 -0.30108
H -4.75365 5.61371 1.90812
H -3.65544 3.74639 2.70960
H -3.99053 1.43142 2.77879
H -2.71690 2.19718 3.72338
H -2.62891 0.01223 4.44294
H -1.29090 0.11363 3.31190
C 4.44263 -4.58482 1.54374
C 3.56506 -3.87899 2.58361
S 2.36073 -2.67822 2.02563
C 3.40414 -1.37222 1.32978
C 4.00804 -1.59225 -0.06404
S 2.81110 -2.23155 -1.25048
C 3.74489 -3.49801 -2.10869
C 4.47805 -4.55617 -1.27152
S 3.59179 -5.31941 0.11446
H 4.98807 -5.38367 2.05035
H 5.18520 -3.89036 1.15894
H 4.23396 -3.40979 3.31175
H 2.97174 -4.61717 3.12852
H 4.19625 -1.14016 2.04469
H 2.75602 -0.49349 1.27892
H 4.86082 -2.26472 -0.01475
H 4.34493 -0.61839 -0.41741
H 4.48462 -3.04676 -2.77707
H 2.99263 -3.97372 -2.74228
H 5.40196 -4.14409 -0.86773
H 4.77654 -5.36764 -1.93799
C 1.01060 3.58463 2.45342
C 0.73019 2.18669 2.99271
O 0.28377 1.31159 2.00130
H 1.38904 4.24061 3.24468
H 0.09799 4.03354 2.04741
H 1.75660 3.54244 1.65638
H -0.01100 2.27951 3.80758
H 1.64449 1.79839 3.46003
H -1.25942 1.62838 1.67381
Cl 3.04934 1.76565 -0.25874
```

Results
HOMO-LUMO gap = 6.4 eV
energy above the lowest of the compared OMol25 structures with the same formula, charge and spin = 0.4018 eV
total charge = -1

Charges per atom according to Mulliken partitioning, unit e: 1.2074 -1.3821 -0.1197 -1.5776 0.5128 0.5766 -0.5863 -0.5684 -0.7339 -0.4444 -0.5192 -0.0338 0.4198 -1.1501 -1.0410 -0.9656 -0.2233 0.6885 -1.1218 -0.2682 -0.5605 -0.6498 -0.2808 0.6439 1.2742 -0.9816 -0.5448 0.4118 0.4093 0.1316 0.5894 0.6506 0.3344 0.1371 0.2916 0.3092 0.3210 0.2771 0.5278 0.3552 0.4948 0.3008 0.3548 0.6001 0.3905 0.3664 0.3242 0.3031 0.2761 0.5278 0.5365 0.4289 0.0142 -0.5721 -0.8213 0.0279 -0.0197 -1.2237 0.4118 -0.8075 -0.8854 -0.0853 0.4620 0.2159 0.3389 0.3485 0.6285 -0.4924 0.2790 0.5971 0.3485 0.3286 0.3762 0.4787 -1.1442 -0.4478 -0.4724 0.4702 0.1640 0.1982 0.2220 0.3832 -0.9650 -0.5772



(4)
ORCA calculation (ωB97M-V/def2-TZVPD) on a structure of composition C2H6NP at a distorted geometry.

Geometry as XYZ:
```
10
C2H6NP (ωB97M-V/def2-TZVPD)
C 2.48491 -1.48413 1.08347
C -1.15664 1.36740 0.83735
N 1.88087 -0.61453 0.69342
P -1.20980 -0.30929 0.46950
H 3.24816 -2.19695 1.25907
H -0.58652 -0.38394 -2.38998
H -1.57165 2.00977 0.02310
H -0.74725 1.77055 1.69769
H -1.91657 -0.38511 -0.78204
H -0.42550 0.22624 -2.89159
```

Results
HOMO-LUMO gap = 9.6 eV
energy above the lowest of the compared OMol25 structures with the same formula, charge and spin = 2.3521 eV
total charge = 0

Charges per atom according to Mulliken partitioning, unit e: -0.0045 -0.4683 -0.2748 -0.0235 0.2768 -0.1799 0.2195 0.2965 -0.0190 0.1772